The following is a DFT calculation (ωB97M-V with the def2-TZVPD basis set) of 11 unconnected molecules or ions with the total composition C47H63N8O17 in a non-equilibrium geometry.

Element x y z (Å)
C (5.2304, 1.6353, -3.5975)
C (3.8730, 1.5712, -2.8670)
N (3.9981, 1.0808, -1.5706)
C (3.1197, 0.2540, -0.8706)
C (3.5726, 0.2252, 0.4398)
N (4.5291, 1.1730, 0.6795)
C (4.8168, 1.6381, -0.5790)
C (5.2901, 1.4984, 1.9304)
H (5.9990, 2.2309, -3.1049)
H (5.1105, 2.0994, -4.5764)
H (5.6872, 0.6630, -3.7824)
H (3.1265, 0.9970, -3.4158)
H (3.3207, 2.5101, -2.8289)
H (2.3248, -0.2701, -1.3803)
H (3.2654, -0.3403, 1.3071)
H (5.3583, 2.5501, -0.7826)
H (5.0705, 0.8585, 2.7850)
H (4.9723, 2.4904, 2.2515)
H (6.3651, 1.6085, 1.7882)
O (-1.4256, 1.9370, 0.8994)
C (-0.2212, 1.1693, 0.8469)
C (-0.1499, -0.2711, 0.0984)
O (-1.0455, -1.3244, 0.4914)
H (0.1496, 0.9391, 1.8457)
H (0.5632, 1.8288, 0.4757)
H (0.8100, -0.7462, 0.3010)
H (-0.1046, -0.2097, -0.9889)
C (-1.7581, -3.3596, 3.8086)
C (-1.3208, -3.6261, 5.0936)
C (-1.3760, -2.7035, 6.1067)
C (-1.9264, -1.3737, 5.8278)
C (-2.3903, -1.1724, 4.5283)
C (-2.3160, -2.1545, 3.5130)
O (-2.8621, -2.0479, 2.3211)
O (-0.9770, -2.9575, 7.4028)
H (-1.5854, -4.1095, 3.0508)
H (-0.8800, -4.6047, 5.2143)
H (-2.1869, -0.5481, 6.4735)
H (-2.7999, -0.2254, 4.2093)
H (-2.1143, -1.8255, 1.7617)
H (-0.0756, -3.2431, 7.5690)
C (-0.3380, -6.2016, -0.2307)
C (-1.1912, -7.2904, -0.2142)
C (-2.4672, -7.0549, 0.2152)
C (-2.9188, -5.7554, 0.5050)
C (-2.1037, -4.7106, 0.4428)
C (-0.7506, -4.9177, 0.1443)
O (0.1053, -3.8811, 0.0594)
O (-3.3892, -8.0669, 0.2566)
H (0.6571, -6.1806, -0.6499)
H (-0.9242, -8.3196, -0.4034)
H (-3.9716, -5.7371, 0.7454)
H (-2.6012, -3.7522, 0.4294)
H (-0.2645, -3.0343, 0.3199)
H (-4.1036, -7.8199, 0.8484)
C (-2.2581, -1.5520, -4.5518)
C (-2.2735, -1.3793, -3.1987)
C (-3.4135, -1.6864, -2.4559)
C (-4.5765, -2.1578, -3.0527)
C (-4.5595, -2.3175, -4.4736)
C (-3.4083, -2.0162, -5.1716)
O (-3.3580, -2.1938, -6.5346)
O (-3.3585, -1.4413, -1.1027)
H (-1.4580, -1.4349, -5.2678)
H (-1.3534, -1.0508, -2.7383)
H (-5.4345, -2.5799, -2.5507)
H (-5.4589, -2.5729, -5.0141)
H (-4.1048, -2.6887, -6.8796)
H (-2.4934, -1.7085, -0.7837)
C (1.2339, -2.6215, -2.8096)
C (1.1911, -1.5996, -3.7691)
C (2.1071, -1.6802, -4.7667)
C (3.0307, -2.7078, -4.9390)
C (3.1490, -3.6263, -3.8815)
C (2.1382, -3.6997, -2.8752)
O (2.2703, -4.6207, -1.8969)
O (2.2063, -0.6733, -5.6403)
H (0.6030, -2.4802, -1.9446)
H (0.4729, -0.7953, -3.7089)
H (3.7927, -2.7027, -5.7044)
H (3.9950, -4.2970, -3.8509)
H (1.5172, -4.4916, -1.3157)
H (2.6037, -0.8295, -6.5002)
C (1.3534, 0.9731, 4.6681)
C (1.7951, 1.7064, 5.8107)
C (2.6336, 1.0589, 6.7357)
C (3.2872, -0.0537, 6.4272)
C (2.9883, -0.7710, 5.2757)
C (1.9611, -0.2582, 4.4649)
O (1.6214, -0.9169, 3.3269)
O (2.8813, 1.5617, 8.0227)
H (0.6264, 1.3154, 3.9466)
H (1.4180, 2.6578, 6.1555)
H (3.9523, -0.5295, 7.1327)
H (3.3666, -1.7349, 4.9689)
H (0.8392, -0.6440, 2.8417)
H (2.4052, 2.3821, 8.1710)
C (-1.7574, 1.8945, -3.0331)
C (-1.6293, 1.5247, -4.4066)
C (-2.5251, 2.1215, -5.3847)
C (-3.6801, 2.8068, -4.9096)
C (-3.8525, 3.0640, -3.5556)
C (-2.9117, 2.5992, -2.6666)
O (-3.1117, 2.6987, -1.3562)
O (-2.3891, 1.9339, -6.7693)
H (-1.1097, 1.3847, -2.3353)
H (-0.7501, 0.9746, -4.7079)
H (-4.3187, 3.3153, -5.6167)
H (-4.6565, 3.6440, -3.1270)
H (-2.3533, 2.7392, -0.7691)
H (-1.5332, 1.5127, -6.8771)
C (-3.0164, 5.2516, 1.1701)
O (-2.7919, 5.5121, -0.0326)
N (-3.4990, 6.1130, 1.9520)
N (-2.7269, 4.1557, 1.8670)
H (-3.6159, 5.8941, 2.9310)
H (-3.3856, 7.0374, 1.5612)
H (-2.9910, 4.1108, 2.8408)
H (-2.1990, 3.4179, 1.4229)
C (1.2368, 4.6668, -1.0837)
O (1.3898, 5.4076, -1.9935)
N (0.1894, 4.3360, -0.4079)
N (2.1047, 3.7400, -0.9378)
H (-0.6714, 4.6833, -0.8061)
H (0.1831, 3.3527, -0.1772)
H (1.8645, 2.9768, -0.3213)
H (2.9568, 3.8306, -1.4724)
C (0.7801, 5.0077, 3.2671)
O (1.7545, 5.1974, 3.9819)
N (0.1212, 5.9011, 2.5491)
N (0.2628, 3.8584, 3.0900)
H (0.6169, 6.7054, 2.1921)
H (-0.7557, 5.5683, 2.1744)
H (-0.4788, 3.7511, 2.4129)
H (0.5419, 3.0464, 3.6218)

Results
E_HOMO: -4.84 eV
energy above the lowest of the compared OMol25 structures with the same formula, charge and spin: 202.1 kJ/mol
charge: -1
calculated total energy: -96485.206 eV


The following is a DFT calculation (ωB97M-V with the def2-TZVPD basis set) of a molecular structure, C47H65N3O2P2RhS3Si in a non-equilibrium geometry.

Element x y z (Å)
Rh (-0.5693, 0.0413, 0.5785)
C (-3.5310, -1.4618, 2.3070)
Si (-2.0277, -1.6576, 1.2139)
C (-2.8543, -2.0625, -0.4427)
C (-3.9883, -2.8840, -0.4762)
C (-4.8438, -2.8976, -1.5626)
C (-4.6060, -2.0509, -2.6374)
C (-3.4718, -1.2597, -2.6489)
C (-2.5824, -1.2860, -1.5724)
P (-0.9322, -0.5136, -1.6463)
C (-1.0461, 0.6840, -3.0713)
C (0.2753, 1.3316, -3.5181)
C (0.8874, 2.2494, -2.4679)
C (-0.1871, 3.0777, -1.7442)
C (-1.4287, 3.1777, -2.6241)
C (-2.0848, 1.8056, -2.8244)
C (-0.0248, -1.9686, -2.3298)
C (-0.7235, -2.7239, -3.4747)
C (0.2100, -3.8201, -3.9867)
C (1.4617, -3.2347, -4.6595)
C (1.7271, -1.8041, -4.1864)
C (1.4536, -1.6790, -2.6862)
C (-0.8618, -2.7856, 2.1706)
C (-1.4010, -3.8168, 2.9470)
C (-0.6487, -4.4696, 3.9086)
C (0.6600, -4.0745, 4.1435)
C (1.2222, -3.0653, 3.3801)
C (0.4725, -2.4317, 2.3901)
P (1.2497, -1.2101, 1.2822)
C (2.4911, -2.3429, 0.4276)
C (1.8023, -3.6620, 0.0105)
C (2.7390, -4.5508, -0.8128)
C (4.0573, -4.8376, -0.0660)
C (4.0475, -4.2021, 1.3153)
C (3.7785, -2.7012, 1.2356)
C (2.0995, 0.1635, 2.3275)
C (1.7606, 1.5453, 1.7094)
C (2.6331, 1.8629, 0.5019)
C (4.1063, 1.8845, 0.8730)
C (4.5044, 0.5418, 1.4601)
C (3.6062, 0.1992, 2.6443)
H (-4.0811, -2.4054, 2.2656)
H (-4.1890, -0.6696, 1.9611)
H (-3.2667, -1.2495, 3.3388)
H (-4.2200, -3.5198, 0.3692)
H (-5.7106, -3.5446, -1.5607)
H (-5.2966, -2.0171, -3.4694)
H (-3.2838, -0.6333, -3.5096)
H (-1.3768, 0.0348, -3.8851)
H (0.0470, 1.9049, -4.4200)
H (0.9982, 0.5843, -3.8199)
H (1.6088, 2.9097, -2.9535)
H (1.4450, 1.6513, -1.7533)
H (0.1901, 4.0704, -1.4945)
H (-0.4396, 2.5995, -0.7900)
H (-1.1371, 3.5926, -3.5911)
H (-2.1591, 3.8639, -2.1983)
H (-2.7749, 1.8549, -3.6700)
H (-2.6998, 1.5531, -1.9582)
H (-0.0790, -2.6275, -1.4625)
H (-0.9950, -2.0549, -4.2958)
H (-1.6481, -3.1691, -3.1099)
H (-0.3256, -4.4680, -4.6811)
H (0.4952, -4.4473, -3.1362)
H (1.3458, -3.2395, -5.7443)
H (2.3269, -3.8628, -4.4369)
H (1.0989, -1.1162, -4.7533)
H (2.7612, -1.5250, -4.3966)
H (1.7655, -0.7017, -2.3064)
H (2.0864, -2.4132, -2.1938)
H (-2.4333, -4.1147, 2.8063)
H (-1.0886, -5.2686, 4.4903)
H (1.2410, -4.5487, 4.9234)
H (2.2404, -2.7608, 3.5804)
H (2.7769, -1.8090, -0.4813)
H (0.8926, -3.4652, -0.5448)
H (1.4903, -4.2037, 0.9034)
H (2.9489, -4.0744, -1.7729)
H (2.2229, -5.4851, -1.0391)
H (4.9045, -4.4448, -0.6332)
H (4.2192, -5.9118, 0.0254)
H (5.0136, -4.3511, 1.8016)
H (3.3021, -4.6875, 1.9501)
H (4.6331, -2.2362, 0.7458)
H (3.7495, -2.3101, 2.2406)
H (1.5532, 0.0285, 3.2608)
H (1.8942, 2.3213, 2.4672)
H (0.6881, 1.5942, 1.4390)
H (2.3354, 2.8223, 0.0731)
H (2.4718, 1.0957, -0.2641)
H (4.2746, 2.6720, 1.6147)
H (4.7222, 2.1272, 0.0050)
H (5.5479, 0.5604, 1.7793)
H (4.4187, -0.2193, 0.6837)
H (3.7177, 0.9969, 3.3885)
H (3.9272, -0.7078, 3.1458)
S (0.9266, 5.1657, 5.2499)
C (0.1700, 4.0329, 4.3304)
S (0.2153, 2.3364, 4.7827)
C (-0.6358, 1.9248, 3.3415)
N (-0.9575, 2.9286, 2.6071)
N (-0.5173, 4.1110, 3.1512)
C (-0.8565, 5.2719, 2.3864)
C (-0.7939, 6.5520, 2.9228)
C (-1.1457, 7.6392, 2.1352)
C (-1.5628, 7.4717, 0.8261)
C (-1.6264, 6.1889, 0.2994)
C (-1.2777, 5.0925, 1.0670)
S (-1.0276, 0.2722, 2.9728)
H (-0.4830, 6.7023, 3.9420)
H (-1.0900, 8.6303, 2.5645)
H (-1.8369, 8.3264, 0.2237)
H (-1.9467, 6.0373, -0.7243)
H (-1.3262, 4.0969, 0.6523)
N (-3.9826, 3.5105, -0.5838)
C (-4.1867, 3.3258, 0.8436)
C (-3.3971, 2.1503, 1.3826)
O (-3.6399, 1.6244, 2.4180)
O (-2.3386, 1.7813, 0.5717)
H (-4.6507, 2.9702, -1.1216)
H (-2.4847, 2.3171, -0.2419)
H (-4.0981, 4.4787, -0.8519)
H (-5.2247, 3.1785, 1.1475)
H (-3.8073, 4.1973, 1.3837)

Results
E_HOMO: -9.77 eV
energy above the lowest of the compared OMol25 structures with the same formula, charge and spin: 0.0 kJ/mol
charge: +1
calculated total energy: -120326.444 eV


The following is a DFT calculation (ωB97M-V with the def2-TZVPD basis set) of a molecular structure, C47H70N6O7PW in a non-equilibrium geometry.

Element x y z (Å)
W (-0.4727, -1.0242, 0.4224)
C (-3.3264, -1.0209, 1.8054)
N (-2.1306, -1.9176, 1.7930)
C (-2.5781, -3.2848, 1.4246)
C (-1.6019, -2.0294, 3.1775)
C (-0.9600, -0.7447, 3.5888)
N (0.0631, -0.3350, 2.5864)
C (1.3854, -0.8841, 3.0353)
C (2.5421, -0.7821, 2.0734)
C (3.7833, -1.0803, 2.6101)
C (4.9316, -1.0796, 1.8330)
C (4.8142, -0.5899, 0.5234)
C (3.6090, -0.2524, -0.0589)
C (2.4572, -0.4750, 0.7191)
O (1.2020, -0.4532, 0.1263)
C (3.5459, 0.2687, -1.5038)
C (2.5931, 1.4747, -1.5978)
C (4.9220, 0.7480, -1.9783)
C (3.0853, -0.8921, -2.4057)
C (6.2699, -1.6133, 2.3276)
C (6.6895, -2.7593, 1.3856)
C (6.1734, -2.1685, 3.7492)
C (7.3227, -0.4948, 2.2868)
C (0.2006, 1.1671, 2.6519)
C (-1.0628, 1.8999, 2.3573)
C (-1.6485, 2.7299, 3.2863)
C (-2.7635, 3.5022, 2.9422)
C (-3.0716, 3.5658, 1.5874)
C (-2.4814, 2.7631, 0.6058)
C (-1.5908, 1.7984, 1.0769)
O (-1.1888, 0.6713, 0.3764)
C (-2.8200, 2.9990, -0.8687)
C (-3.9324, 2.0109, -1.2613)
C (-1.5454, 2.8099, -1.7000)
C (-3.2893, 4.4384, -1.1109)
C (-3.5780, 4.2074, 4.0173)
C (-2.6858, 5.1552, 4.8324)
C (-4.7421, 5.0051, 3.4275)
C (-4.1532, 3.1140, 4.9364)
H (-3.8193, -1.0604, 0.8409)
H (-3.0440, 0.0073, 2.0083)
H (-4.0220, -1.3556, 2.5750)
H (-3.1274, -3.2745, 0.4925)
H (-3.2462, -3.6590, 2.1997)
H (-1.7201, -3.9473, 1.3567)
H (-0.8836, -2.8422, 3.2000)
H (-2.4087, -2.2797, 3.8649)
H (-0.4928, -0.8657, 4.5656)
H (-1.6971, 0.0459, 3.6807)
H (1.2557, -1.9239, 3.3126)
H (1.6570, -0.3475, 3.9442)
H (3.8345, -1.3541, 3.6583)
H (5.7157, -0.4861, -0.0644)
H (2.9066, 2.2529, -0.8962)
H (1.5567, 1.2214, -1.3831)
H (2.6428, 1.9051, -2.5997)
H (5.3614, 1.4515, -1.2683)
H (4.8194, 1.2624, -2.9357)
H (5.6174, -0.0802, -2.1295)
H (2.0512, -1.1753, -2.1890)
H (3.7147, -1.7692, -2.2403)
H (3.1755, -0.6161, -3.4611)
H (5.9228, -3.5377, 1.3569)
H (7.6182, -3.2026, 1.7496)
H (6.8643, -2.4063, 0.3670)
H (5.4324, -2.9701, 3.8154)
H (5.9287, -1.3887, 4.4761)
H (7.1373, -2.5905, 4.0363)
H (7.4769, -0.1181, 1.2733)
H (8.2786, -0.8782, 2.6477)
H (7.0290, 0.3422, 2.9248)
H (0.9773, 1.4530, 1.9455)
H (0.5354, 1.4357, 3.6510)
H (-1.2220, 2.7911, 4.2832)
H (-3.8168, 4.2787, 1.2630)
H (-3.6038, 0.9744, -1.1379)
H (-4.2660, 2.1767, -2.2905)
H (-4.8001, 2.1655, -0.6172)
H (-1.1365, 1.8074, -1.6027)
H (-0.7771, 3.5134, -1.3664)
H (-1.7496, 3.0261, -2.7524)
H (-4.2932, 4.6248, -0.7266)
H (-3.3185, 4.6331, -2.1847)
H (-2.6017, 5.1566, -0.6589)
H (-2.2620, 5.9330, 4.1932)
H (-1.8650, 4.6292, 5.3251)
H (-3.2792, 5.6407, 5.6084)
H (-4.3916, 5.8142, 2.7803)
H (-5.3124, 5.4598, 4.2380)
H (-5.4263, 4.3655, 2.8628)
H (-3.3636, 2.5690, 5.4620)
H (-4.7520, 2.3994, 4.3638)
H (-4.8021, 3.5680, 5.6883)
O (-0.1902, -6.7726, -2.2841)
C (-0.2745, -5.5373, -1.8362)
C (-1.3616, -4.6831, -2.0571)
C (-1.2997, -3.4153, -1.5431)
N (-0.2802, -2.9615, -0.8342)
C (0.7004, -3.8170, -0.5167)
C (0.7704, -5.0827, -1.0094)
C (1.3785, -3.3388, 0.7306)
O (2.4285, -3.6713, 1.1594)
O (0.4615, -2.5458, 1.3508)
C (-2.3914, -2.4053, -1.6015)
O (-3.3521, -2.5106, -2.3170)
O (-2.1452, -1.3810, -0.8138)
H (-0.9679, -7.0701, -2.7758)
H (-2.2501, -5.0021, -2.5914)
H (1.5685, -5.7569, -0.7205)
C (-1.9910, -1.1789, -5.7944)
N (-2.3461, 0.1801, -5.1815)
C (-1.4194, 1.2489, -5.7719)
N (-0.0625, 0.8800, -5.5768)
C (0.2198, -0.4116, -6.1963)
N (-0.6120, -1.4549, -5.5979)
C (-0.2581, -1.7416, -4.2125)
P (-0.5074, -0.2664, -3.0550)
C (-2.2299, 0.1424, -3.6827)
C (0.3914, 0.9384, -4.1871)
H (-2.2223, -1.1264, -6.8574)
H (-2.6256, -1.9260, -5.3208)
H (-3.3145, 0.4011, -5.4193)
H (-1.6506, 2.1930, -5.2830)
H (-1.6489, 1.3277, -6.8339)
H (1.2696, -0.6626, -6.0553)
H (0.0191, -0.3586, -7.2664)
H (0.7929, -2.0298, -4.1698)
H (-0.8471, -2.5924, -3.8748)
H (-2.5168, 1.1160, -3.3021)
H (-2.9468, -0.5874, -3.3113)
H (1.4488, 0.6836, -4.1699)
H (0.2873, 1.9540, -3.8064)

Results
E_HOMO: -15.35 eV
energy above the lowest of the compared OMol25 structures with the same formula, charge and spin: 189.7 kJ/mol
charge: +3
calculated total energy: -84242.622 eV